1.
Molecular formula: C42H46BCuF5OPSbSi
Method: DFT, ωB97M-V/def2-TZVPD

Each line ends with the Löwdin charge.
CARTESIAN COORDINATES (ANGSTROEM)
Cu (0.08, 0.74, 2.44)  0.177
C (-1.07, 1.08, -3.36)  -0.158
C (-1.55, -0.36, -3.25)  -0.431
P (-1.80, -0.82, -1.47)  1.000
C (-3.07, 0.41, -0.98)  -0.413
C (-4.38, 0.49, -1.77)  -0.149
C (-2.79, -2.40, -1.59)  -0.415
C (-3.52, -2.74, -2.89)  -0.179
H (-0.67, 1.30, -4.35)  0.069
H (-0.28, 1.29, -2.63)  0.060
H (-1.88, 1.79, -3.17)  0.047
H (-0.79, -1.04, -3.64)  0.060
H (-2.45, -0.50, -3.86)  0.054
H (-2.55, 1.37, -0.98)  0.028
H (-3.27, 0.22, 0.08)  0.042
H (-4.19, 0.69, -2.83)  0.059
H (-5.01, 1.30, -1.39)  0.056
H (-4.95, -0.43, -1.69)  0.052
H (-3.50, -2.36, -0.75)  0.057
H (-2.10, -3.21, -1.34)  0.044
H (-4.24, -1.97, -3.17)  0.046
H (-4.07, -3.69, -2.79)  0.059
H (-2.82, -2.85, -3.72)  0.057
F (5.13, -6.94, -1.67)  0.009
C (4.25, -6.02, -1.18)  -0.305
C (4.51, -4.68, -1.37)  -0.032
C (3.61, -3.75, -0.86)  -0.130
C (2.45, -4.13, -0.18)  -0.354
C (2.24, -5.50, -0.03)  -0.156
C (3.13, -6.46, -0.51)  -0.045
Sb (0.87, -2.80, 0.74)  1.521
C (2.14, -2.58, 2.47)  -0.339
C (3.49, -2.29, 2.35)  -0.111
C (4.31, -2.16, 3.47)  -0.019
C (3.74, -2.34, 4.71)  -0.289
F (4.54, -2.22, 5.81)  0.025
C (2.41, -2.63, 4.88)  -0.015
C (1.61, -2.74, 3.75)  -0.119
C (1.67, -1.14, -0.34)  -0.388
C (2.15, 0.01, 0.28)  -0.105
C (2.62, 1.09, -0.46)  0.005
C (2.62, 0.99, -1.84)  -0.287
F (3.08, 2.03, -2.58)  0.027
C (2.16, -0.14, -2.49)  -0.044
C (1.68, -1.19, -1.73)  -0.183
H (5.41, -4.37, -1.90)  0.106
H (3.82, -2.70, -1.02)  0.088
H (1.35, -5.85, 0.49)  0.078
H (2.96, -7.52, -0.39)  0.103
H (3.93, -2.15, 1.37)  0.090
H (5.36, -1.91, 3.38)  0.111
H (2.00, -2.73, 5.88)  0.115
H (0.56, -2.94, 3.87)  0.059
H (2.16, 0.09, 1.37)  0.065
H (2.97, 1.99, 0.01)  0.111
H (2.16, -0.17, -3.58)  0.111
H (1.31, -2.08, -2.24)  0.096
C (-1.68, -1.37, 4.75)  -0.170
Si (-1.85, -1.79, 2.92)  0.171
C (-2.13, -3.67, 2.82)  -0.202
C (-3.52, -1.05, 2.42)  -0.177
O (-0.62, -1.29, 2.03)  -0.568
H (-2.56, -1.71, 5.31)  0.017
H (-1.59, -0.29, 4.87)  0.023
H (-0.79, -1.81, 5.21)  0.012
H (-3.00, -3.95, 3.42)  0.015
H (-1.27, -4.24, 3.18)  0.007
H (-2.31, -3.98, 1.79)  0.006
H (-4.29, -1.32, 3.16)  0.018
H (-3.85, -1.42, 1.45)  -0.001
H (-3.45, 0.04, 2.38)  0.024
F (2.77, 0.86, 3.84)  0.035
B (1.40, 0.85, 3.97)  -0.638
F (1.13, 0.91, 5.32)  0.031
C (-0.60, 2.01, 1.11)  -0.008
C (-0.67, 2.96, 0.31)  -0.171
C (-0.52, 4.05, -0.53)  -0.168
C (0.61, 4.95, -0.33)  -0.167
C (0.71, 6.22, -0.94)  -0.055
C (1.79, 7.05, -0.70)  -0.118
C (2.81, 6.67, 0.16)  -0.128
C (2.71, 5.44, 0.80)  -0.094
C (1.63, 4.60, 0.57)  -0.027
C (-1.50, 4.26, -1.60)  -0.195
C (-1.14, 4.67, -2.89)  -0.062
C (-2.09, 4.79, -3.90)  -0.108
C (-3.42, 4.50, -3.65)  -0.122
C (-3.80, 4.09, -2.38)  -0.107
C (-2.86, 3.97, -1.37)  -0.049
H (-0.08, 6.56, -1.60)  0.095
H (1.83, 8.02, -1.19)  0.087
H (3.65, 7.32, 0.35)  0.083
H (3.48, 5.12, 1.50)  0.098
H (1.55, 3.65, 1.09)  0.095
H (-0.10, 4.85, -3.11)  0.112
H (-1.77, 5.08, -4.89)  0.092
H (-4.16, 4.58, -4.44)  0.086
H (-4.84, 3.85, -2.17)  0.092
H (-3.14, 3.63, -0.39)  0.115

The HOMO energy (alpha / beta) is -0.050 / -0.052 Ha. The value obtained for the gap between HOMO and LUMO (alpha / beta) is 5.6 / 5.6 eV. As for the spin multiplicity: 2. The calculation puts the lowest unoccupied orbital energy (alpha / beta) at 0.157 / 0.153 hartree. For the energy above the lowest of the compared OMol25 structures with the same formula, charge and spin, the calculation gives 0.00 kcal per mole. As for the charge: -2. The total energy is -128959.3392 eV. The expectation value of S² is 0.7804.



2.
Molecular formula: C2HClF3N
Method: DFT, ωB97M-V/def2-TZVPD

Each line ends with the natural charge from an NBO analysis.
CARTESIAN COORDINATES (ANGSTROEM)
N (-0.80, 1.10, 0.96)  -0.215
C (0.19, 0.63, 0.67)  0.149
C (1.46, 0.03, 0.14)  0.940
F (1.23, -1.03, -0.64)  -0.284
F (2.34, -0.25, 1.09)  -0.282
F (2.03, 0.94, -0.69)  -0.309
Cl (-2.97, -1.24, -0.62)  -0.246
H (-3.48, -0.18, -0.90)  0.246

The HOMO energy is -0.434 Ha. The value obtained for the gap between HOMO and LUMO is 12.6 eV. The calculation puts the lowest unoccupied orbital energy at 0.030 hartree. For the energy above the lowest of the compared OMol25 structures with the same formula, charge and spin, the calculation gives 10.58 kcal per mole. The total energy is -24254.4935 eV. Its SMILES is N#CC(F)(F)F.Cl.



3.
Molecular formula: C10H14GaN2P
Method: DFT, ωB97M-V/def2-TZVPD

Each line ends with the natural charge from an NBO analysis.
CARTESIAN COORDINATES (ANGSTROEM)
C (-0.69, -1.43, -1.52)  -0.471
C (0.27, -2.14, -0.71)  -0.292
C (-0.25, -2.23, 0.61)  -0.310
C (-1.52, -1.61, 0.65)  -0.310
C (-1.82, -1.09, -0.66)  -0.366
Ga (-0.05, 0.31, -0.31)  0.507
P (0.33, 2.15, -1.46)  -0.035
H (-0.72, -1.42, -2.62)  0.244
H (1.14, -2.66, -1.09)  0.229
H (0.21, -2.80, 1.43)  0.224
H (-2.80, -0.76, -1.01)  0.239
H (-2.23, -1.64, 1.48)  0.226
H (-0.93, 2.76, -1.80)  -0.013
H (1.04, 1.84, -2.67)  0.010
H (1.13, 3.10, -0.72)  0.063
N (-0.94, 2.53, 1.78)  -0.802
C (0.26, 2.08, 2.20)  0.404
C (0.98, 2.78, 3.18)  -0.303
C (2.26, 2.34, 3.52)  -0.123
C (2.78, 1.21, 2.87)  -0.318
C (2.03, 0.58, 1.89)  0.085
N (0.77, 0.99, 1.56)  -0.580
H (-1.49, 2.04, 1.08)  0.413
H (-1.34, 3.39, 2.14)  0.394
H (0.56, 3.70, 3.59)  0.216
H (2.85, 2.88, 4.26)  0.223
H (3.78, 0.86, 3.10)  0.224
H (2.44, -0.27, 1.33)  0.223

The HOMO energy (alpha / beta) is -0.155 / -0.149 Ha. The value obtained for the gap between HOMO and LUMO (alpha / beta) is 4.7 / 4.5 eV. The calculation puts the lowest unoccupied orbital energy (alpha / beta) at 0.017 / 0.016 hartree. For the energy above the lowest of the compared OMol25 structures with the same formula, charge and spin, the calculation gives 0.00 kcal per mole. The total energy is -75236.4232 eV.



4.
Molecular formula: C7H12S
Method: DFT, ωB97M-V/def2-TZVPD

Each line ends with the natural charge from an NBO analysis.
CARTESIAN COORDINATES (ANGSTROEM)
C (-1.71, -0.20, -1.08)  -0.646
C (-0.77, -0.59, -0.01)  -0.244
C (0.61, -1.08, -0.25)  -0.209
C (1.28, 0.09, -0.96)  -0.417
C (0.88, 1.24, -0.17)  -0.434
C (-0.10, 0.54, 0.86)  -0.159
S (-1.03, 1.69, 1.84)  0.017
C (0.89, -0.60, 1.21)  -0.391
H (-1.18, 0.20, -2.10)  0.215
H (-2.65, 0.41, -0.78)  0.238
H (-2.26, -1.17, -1.31)  0.220
H (-1.22, -1.25, 0.80)  0.206
H (0.87, -2.11, -0.70)  0.220
H (1.05, 0.14, -2.05)  0.211
H (2.34, -0.19, -0.90)  0.207
H (0.15, 1.84, -0.67)  0.214
H (1.74, 1.73, 0.24)  0.226
H (-1.46, 0.93, 2.83)  0.121
H (1.98, -0.32, 1.24)  0.194
H (0.60, -1.30, 1.96)  0.213

The HOMO energy is -0.328 Ha. The value obtained for the gap between HOMO and LUMO is 9.8 eV. The calculation puts the lowest unoccupied orbital energy at 0.032 hartree. For the energy above the lowest of the compared OMol25 structures with the same formula, charge and spin, the calculation gives 58.16 kcal per mole. The total energy is -18286.7103 eV. Its SMILES is C[C@H]1[C@H]2CC[C@]1(S)C2.



5.
Molecular formula: C4H11N2
Method: DFT, ωB97M-V/def2-TZVPD

Each line ends with the natural charge from an NBO analysis.
CARTESIAN COORDINATES (ANGSTROEM)
C (1.98, -0.56, -0.80)  -0.606
C (1.42, 0.22, 0.47)  -0.425
C (-0.17, 0.18, 0.40)  0.066
N (-0.82, 1.49, 0.17)  -0.715
C (-0.95, -0.90, 0.27)  0.009
N (-2.33, -0.72, 0.05)  -0.866
H (1.74, -1.60, -0.83)  0.222
H (1.59, -0.10, -1.72)  0.209
H (3.13, -0.43, -0.77)  0.241
H (1.58, 1.34, 0.36)  0.202
H (1.75, -0.24, 1.45)  0.259
H (-0.51, 1.76, -0.76)  0.444
H (-0.45, 2.12, 0.91)  0.455
H (-1.88, 1.41, 0.10)  0.474
H (-0.54, -1.90, 0.17)  0.229
H (-2.67, -1.57, -0.36)  0.403
H (-2.89, -0.49, 0.88)  0.399

The HOMO energy is -0.495 Ha. The value obtained for the gap between HOMO and LUMO is 10.0 eV. The calculation puts the lowest unoccupied orbital energy at -0.129 hartree. For the energy above the lowest of the compared OMol25 structures with the same formula, charge and spin, the calculation gives 44.95 kcal per mole. As for the charge: +1. The total energy is -7298.9987 eV. Its SMILES is CC/C([NH3+])=C/N.



6.
Molecular formula: C12H10O2
Method: DFT, ωB97M-V/def2-TZVPD

Each line ends with the natural charge from an NBO analysis.
CARTESIAN COORDINATES (ANGSTROEM)
C (-3.53, 1.75, -1.71)  -0.244
O (-3.45, 0.46, -1.03)  -0.494
C (-2.51, 0.27, -0.17)  0.329
C (-1.56, 0.08, 0.52)  -0.161
C (-0.57, -0.38, 1.49)  -0.435
C (0.81, 0.17, 1.06)  -0.311
C (1.72, -0.30, 2.08)  -0.094
C (2.78, -1.10, 1.83)  -0.274
C (2.92, -1.69, 0.55)  -0.149
C (2.23, -1.23, -0.53)  -0.237
C (1.18, -0.20, -0.39)  0.119
C (0.59, 0.40, -1.44)  -0.372
C (0.15, 0.56, -2.63)  0.637
O (-0.38, 1.02, -3.56)  -0.497
H (-4.59, 1.86, -1.50)  0.198
H (-3.38, 1.71, -2.78)  0.197
H (-2.87, 2.50, -1.35)  0.197
H (-0.89, -0.01, 2.38)  0.227
H (-0.69, -1.38, 1.60)  0.235
H (0.97, 1.27, 1.02)  0.265
H (1.38, 0.09, 2.99)  0.206
H (3.54, -1.57, 2.50)  0.223
H (3.71, -2.51, 0.46)  0.217
H (2.43, -1.78, -1.38)  0.217

The HOMO energy is -0.296 Ha. The value obtained for the gap between HOMO and LUMO is 7.3 eV. The calculation puts the lowest unoccupied orbital energy at -0.027 hartree. For the energy above the lowest of the compared OMol25 structures with the same formula, charge and spin, the calculation gives 153.57 kcal per mole. The total energy is -16693.9948 eV. Its SMILES is COC#CC[C@H]1C=CC=CC1=C=C=O.